[1]
A cluster of 3 separate species, C3H13NO3 in total in a non-equilibrium geometry, computed with wB97M-V/def2-TZVPD.

## Properties
Gap between HOMO and LUMO   9.20 eV
Energy relative to the best compared isomer or geometry (same formula, charge and spin)   2.1779 eV
Molecular weight   111.1 g mol⁻¹
Largest force on an atom   4.8 eV/Å
SMILES   CNCCO.O.O
E_HOMO   -8.47 eV
Electronic energy   -402.50040 Eh

Positions of all 20 atoms, in Å:
1 C -1.619 1.484 1.950
2 N -0.892 0.721 1.011
3 C -0.528 -0.804 1.308
4 C -0.891 -1.629 -0.015
5 O -0.300 -1.136 -1.185
6 H -1.270 1.936 3.032
7 H -2.615 0.959 2.278
8 H -2.028 2.255 1.418
9 H -0.051 1.097 0.709
10 H 0.533 -0.915 1.338
11 H -1.133 -1.090 2.173
12 H -0.529 -2.650 0.180
13 H -1.973 -1.740 -0.016
14 H -0.888 -0.270 -1.303
15 O 2.157 -0.515 -2.147
16 H 1.619 -1.163 -1.678
17 H 2.801 -0.945 -2.675
18 O 1.463 1.635 -0.417
19 H 1.960 0.886 -0.900
20 H 1.500 2.412 -1.096

[2]
A cluster of 2 separate species, C9H10NO2 in total in a non-equilibrium geometry, computed with wB97M-V/def2-TZVPD.

## Properties
Gap between HOMO and LUMO   6.52 eV
Energy relative to the best compared isomer or geometry (same formula, charge and spin)   3.3704 eV
Molecular weight   164.2 g mol⁻¹
Total charge   -1
Largest force on an atom   5.5 eV/Å
E_HOMO   -2.90 eV
Electronic energy   -554.04878 Eh

Positions of all 22 atoms, in Å:
1 C 1.003 -2.059 0.461
2 C 1.941 -2.026 1.494
3 C 0.211 -0.913 0.631
4 C 1.607 -0.981 2.349
5 C -2.118 0.452 -1.935
6 C -0.991 1.602 1.880
7 C -0.054 0.811 2.349
8 C -0.704 0.287 -1.801
9 C -0.017 0.616 -3.190
10 N 0.581 -0.249 1.723
11 O -1.524 1.539 -1.442
12 O -3.222 0.180 -2.366
13 H 0.923 -2.540 -0.408
14 H 2.730 -2.743 1.378
15 H -0.388 -0.520 -0.171
16 H 1.966 -0.661 3.298
17 H -1.413 2.451 2.321
18 H -1.272 1.642 0.870
19 H 0.407 1.115 3.368
20 H 1.020 0.291 -3.298
21 H -0.180 1.667 -3.497
22 H -0.508 0.036 -4.011

[3]
A structure of composition C58H51Cl2NO3S2ScTe in a non-equilibrium geometry, computed with wB97M-V/def2-TZVPD.

## Properties
Gap between HOMO and LUMO (spin up / spin down)   7.71 / 5.50 eV
Energy relative to the best compared isomer or geometry (same formula, charge and spin)   0.0000 eV
Molecular weight   1117.6 g mol⁻¹
Total charge   +2
Largest force on an atom   3.3 eV/Å
E_HOMO (spin up / spin down)   -12.59 / -12.28 eV
Expectation value of S²   0.758
Spin multiplicity   2
Electronic energy   -5266.23141 Eh

Positions of all 119 atoms, in Å:
1 Sc 2.657 -0.143 -0.081
2 C -2.996 -5.693 -2.759
3 C -1.991 -4.599 -2.673
4 C -1.713 -3.857 -1.529
5 C -0.581 -3.030 -1.403
6 C 0.116 -2.842 -2.611
7 C -0.410 -3.214 -3.861
8 C -1.345 -4.193 -3.864
9 S 1.767 -2.109 -2.758
10 O 2.130 -1.553 -1.347
11 C 1.970 -0.621 -3.833
12 C 3.307 -0.473 -4.186
13 C 3.806 0.557 -4.964
14 C 2.984 1.653 -5.266
15 C 3.480 2.759 -5.980
16 C 2.659 3.838 -6.230
17 C 1.331 3.797 -5.830
18 C 0.837 2.726 -5.118
19 C 1.614 1.618 -4.821
20 C 1.117 0.505 -4.046
21 C -0.384 0.451 -3.727
22 C -1.221 0.238 -4.915
23 C -0.721 -0.029 -6.249
24 C -1.491 -0.004 -7.368
25 C -2.820 0.443 -7.261
26 C -3.395 0.684 -6.011
27 C -2.635 0.516 -4.839
28 C -3.209 0.654 -3.548
29 C -2.459 0.731 -2.415
30 C -1.046 0.685 -2.505
31 S -0.399 0.997 -0.803
32 O 1.188 1.086 -0.778
33 C -0.684 2.772 -0.782
34 C -1.167 3.241 0.447
35 C -1.417 4.575 0.657
36 C -1.037 5.521 -0.358
37 C -1.129 6.963 -0.086
38 C -0.600 5.029 -1.604
39 C -0.489 3.670 -1.832
40 H -2.486 -6.644 -2.919
41 H -3.774 -5.473 -3.548
42 H -3.547 -5.663 -1.806
43 H -2.302 -4.028 -0.646
44 H -0.197 -2.693 -0.461
45 H 0.039 -2.897 -4.808
46 H -1.548 -4.818 -4.746
47 H 4.038 -1.177 -3.805
48 H 4.835 0.631 -5.288
49 H 4.461 2.822 -6.447
50 H 3.118 4.753 -6.671
51 H 0.707 4.668 -6.014
52 H -0.245 2.720 -4.908
53 H 0.314 -0.340 -6.271
54 H -1.003 -0.292 -8.321
55 H -3.499 0.461 -8.139
56 H -4.468 0.850 -5.839
57 H -4.291 0.556 -3.439
58 H -2.824 0.918 -1.422
59 H -1.245 2.521 1.281
60 H -1.787 4.918 1.620
61 H -0.289 7.272 0.599
62 H -2.059 7.205 0.380
63 H -1.060 7.529 -1.036
64 H -0.240 5.731 -2.360
65 H -0.086 3.351 -2.801
66 Cl 4.416 1.861 -0.447
67 C 6.110 1.113 -0.561
68 Cl 6.240 -0.187 -1.764
69 H 6.415 0.754 0.406
70 H 6.718 2.007 -0.841
71 C -5.486 2.459 4.531
72 C -4.269 1.528 4.257
73 C -2.965 2.025 4.198
74 C -1.789 1.303 3.976
75 C -0.410 1.867 3.928
76 C -1.991 -0.083 3.775
77 Te -0.300 -1.431 3.227
78 N 2.113 -0.552 1.884
79 C 3.390 -0.584 2.173
80 O 4.276 -0.628 1.216
81 C 3.864 -0.511 3.566
82 C 3.245 0.302 4.490
83 C 3.765 0.335 5.770
84 C 4.847 -0.435 6.115
85 C 5.489 -1.281 5.162
86 C 5.037 -1.221 3.882
87 C -0.273 -3.005 4.722
88 C -0.726 -2.659 6.017
89 C -0.607 -3.599 7.060
90 C -0.165 -4.871 6.796
91 C 0.288 -5.220 5.514
92 C 0.164 -4.280 4.430
93 C 0.439 -4.754 3.021
94 C -3.285 -0.625 3.882
95 C -3.451 -2.079 3.672
96 C -4.422 0.149 4.082
97 H -5.153 3.214 5.250
98 H -6.331 1.876 4.825
99 H -5.762 2.987 3.578
100 H -2.834 3.094 4.518
101 H -0.441 2.961 4.065
102 H 0.110 1.595 2.995
103 H 0.106 1.440 4.773
104 H 2.431 0.947 4.206
105 H 3.338 0.994 6.494
106 H 5.202 -0.363 7.174
107 H 6.368 -1.828 5.519
108 H 5.454 -1.840 3.061
109 H -1.030 -1.636 6.277
110 H -0.883 -3.252 8.040
111 H 0.029 -5.534 7.621
112 H 0.743 -6.211 5.390
113 H 0.697 -5.837 3.051
114 H 1.320 -4.234 2.595
115 H -0.372 -4.608 2.300
116 H -2.849 -2.375 2.786
117 H -4.479 -2.363 3.518
118 H -3.125 -2.659 4.517
119 H -5.401 -0.300 4.252

[4]
A cluster of 2 separate species, H4NS in total in a non-equilibrium geometry, computed with wB97M-V/def2-TZVPD.

## Properties
Gap between HOMO and LUMO   7.53 eV
Energy relative to the best compared isomer or geometry (same formula, charge and spin)   0.2374 eV
Molecular weight   50.1 g mol⁻¹
Total charge   -1
Largest force on an atom   1.1 eV/Å
E_HOMO   -2.64 eV
Electronic energy   -455.36598 Eh

Positions of all 6 atoms, in Å:
1 N 0.387 1.189 -0.479
2 H 1.066 0.442 -0.389
3 H -0.464 0.637 -0.285
4 H 0.541 1.941 0.173
5 S -0.628 -1.447 0.480
6 H -0.902 -2.763 0.500

[5]
A structure of composition C24H64F12HfO24P2S8 in a non-equilibrium geometry, computed with wB97M-V/def2-TZVPD.

## Properties
Gap between HOMO and LUMO   9.56 eV
Energy relative to the best compared isomer or geometry (same formula, charge and spin)   0.0000 eV
Molecular weight   1461.7 g mol⁻¹
Total charge   +2
Largest force on an atom   3.6 eV/Å
E_HOMO   -14.94 eV
Electronic energy   -7873.05777 Eh

Positions of all 135 atoms, in Å:
1 Hf -5.691 3.291 39.641
2 P -3.795 3.460 36.966
3 F -3.552 4.757 36.011
4 F -3.633 4.178 38.457
5 F -5.294 3.995 37.135
6 F -4.382 2.289 37.909
7 F -4.152 2.546 35.677
8 F -2.315 2.941 37.068
9 P -5.398 7.229 38.722
10 F -5.509 5.630 39.139
11 F -5.303 6.905 37.167
12 F -6.999 7.203 38.621
13 F -5.354 8.806 38.370
14 F -5.600 7.501 40.300
15 F -3.757 7.058 38.859
16 O -4.341 4.680 41.102
17 S -3.450 5.265 42.137
18 O -3.401 4.765 43.489
19 O -1.910 5.110 41.561
20 C -0.780 5.363 42.492
21 C 0.521 5.294 41.788
22 C -3.430 7.102 42.163
23 H -0.897 4.602 43.263
24 H -0.960 6.338 42.945
25 H 0.679 4.269 41.454
26 H 1.261 5.579 42.536
27 H 0.517 6.094 41.048
28 H -3.364 7.409 41.119
29 H -2.584 7.478 42.739
30 H -4.392 7.395 42.582
31 O -7.290 -0.907 38.924
32 S -6.249 -0.513 39.856
33 O -5.691 0.836 39.917
34 O -6.883 -0.832 41.354
35 C -7.764 -2.005 41.494
36 C -8.022 -2.121 43.014
37 C -4.836 -1.712 39.852
38 H -7.149 -2.863 41.223
39 H -8.668 -1.943 40.889
40 H -7.067 -2.325 43.500
41 H -8.653 -2.976 43.259
42 H -8.306 -1.172 43.470
43 H -5.159 -2.530 40.496
44 H -3.982 -1.270 40.366
45 H -4.616 -2.005 38.826
46 O -5.705 2.583 41.920
47 S -5.728 1.765 43.167
48 O -6.904 0.976 43.478
49 O -4.380 0.820 43.044
50 C -4.281 -0.189 44.030
51 C -3.374 -1.292 43.442
52 C -5.261 2.855 44.611
53 H -5.238 -0.616 44.329
54 H -3.745 0.168 44.909
55 H -2.298 -1.121 43.476
56 H -3.610 -1.455 42.390
57 H -3.341 -2.277 43.908
58 H -4.174 2.804 44.674
59 H -5.567 2.475 45.586
60 H -5.629 3.870 44.461
61 O -9.942 1.543 39.136
62 S -9.346 2.172 40.317
63 O -7.880 2.454 40.306
64 O -10.121 3.626 40.634
65 C -11.529 3.688 40.424
66 C -12.156 4.993 41.009
67 C -9.840 1.219 41.831
68 H -11.859 3.463 39.410
69 H -12.008 2.869 40.961
70 H -11.429 5.763 40.751
71 H -12.137 4.937 42.098
72 H -13.136 5.197 40.578
73 H -9.391 1.755 42.667
74 H -9.382 0.246 41.656
75 H -10.924 1.102 41.860
76 O -6.416 5.891 43.244
77 S -7.396 5.368 42.342
78 O -6.998 4.738 41.077
79 O -8.373 4.296 43.181
80 C -8.775 4.648 44.534
81 C -9.782 3.546 44.989
82 C -8.659 6.668 42.009
83 H -9.325 5.589 44.513
84 H -8.009 4.854 45.282
85 H -10.506 3.273 44.221
86 H -10.337 3.807 45.890
87 H -9.290 2.592 45.174
88 H -8.864 7.239 42.915
89 H -9.485 6.147 41.524
90 H -8.326 7.412 41.286
91 O -9.545 5.789 38.516
92 S -8.662 4.949 37.715
93 O -7.503 4.281 38.389
94 O -9.599 3.746 37.095
95 C -10.815 4.020 36.325
96 C -10.488 3.556 34.895
97 C -8.146 5.777 36.123
98 H -11.138 5.057 36.408
99 H -11.503 3.360 36.854
100 H -9.972 4.254 34.236
101 H -11.435 3.619 34.359
102 H -9.957 2.617 34.744
103 H -9.049 6.178 35.663
104 H -7.437 5.188 35.541
105 H -7.509 6.588 36.475
106 O -5.896 0.118 36.324
107 S -6.905 1.139 36.599
108 O -6.768 1.949 37.814
109 O -6.906 2.297 35.334
110 C -6.741 1.796 33.973
111 C -6.266 2.878 32.994
112 C -8.600 0.453 36.359
113 H -7.620 1.224 33.676
114 H -6.010 0.988 33.961
115 H -5.317 3.238 33.391
116 H -7.004 3.677 32.924
117 H -6.047 2.608 31.961
118 H -8.682 -0.527 36.829
119 H -8.909 0.202 35.344
120 H -9.348 1.129 36.773
121 O -2.113 0.329 40.607
122 S -2.228 1.793 40.654
123 O -3.517 2.432 40.360
124 O -1.890 2.259 42.201
125 C -0.769 1.717 42.830
126 C -1.053 1.777 44.330
127 C -0.785 2.440 39.792
128 H 0.209 2.175 42.677
129 H -0.724 0.637 42.690
130 H -1.717 1.003 44.716
131 H -1.475 2.734 44.637
132 H -0.082 1.789 44.826
133 H 0.121 2.216 40.356
134 H -0.793 3.526 39.696
135 H -0.694 1.989 38.804

[6]
A cluster of 2 separate species, C27H33BrN4O6P2S2 in total in a non-equilibrium geometry, computed with wB97M-V/def2-TZVPD.

## Properties
Gap between HOMO and LUMO   5.88 eV
Energy relative to the best compared isomer or geometry (same formula, charge and spin)   25.9520 eV
Molecular weight   715.6 g mol⁻¹
Largest force on an atom   8.5 eV/Å
SMILES   CC(=O)N(C)c1c(OC[C@@H](C)O)c([PH2]=S)c2nc(CCC(=O)Nc3ccccc3)c(Br)nc2c1[PH2]=S.O=C1CCCO1
E_HOMO   -8.11 eV
Electronic energy   -5771.29397 Eh

Positions of all 75 atoms, in Å:
1 C 6.770 -1.045 2.784
2 C 6.767 -0.570 1.217
3 O 7.726 -1.108 0.413
4 N 5.811 0.392 0.555
5 C 6.346 0.971 -0.736
6 C 4.416 -0.163 0.389
7 C 4.004 -1.653 -0.154
8 O 5.034 -2.631 -0.534
9 C 5.161 -2.779 -1.992
10 C 5.677 -4.349 -2.244
11 C 6.032 -5.129 -0.818
12 O 4.665 -5.153 -2.984
13 C 2.420 -2.063 -0.311
14 P 1.914 -3.822 -0.977
15 S 1.061 -3.732 -2.747
16 C 1.182 -1.007 0.051
17 N -0.215 -1.506 -0.188
18 C -1.214 -0.454 0.199
19 C -2.823 -0.861 0.047
20 C -3.578 -0.110 -1.200
21 C -5.013 -0.936 -1.442
22 O -4.991 -2.280 -1.627
23 N -6.374 -0.275 -1.484
24 C -7.410 -1.023 -0.670
25 C -7.152 -1.757 0.785
26 C -8.380 -2.518 1.624
27 C -9.933 -2.598 1.070
28 C -10.194 -1.877 -0.416
29 C -8.973 -1.115 -1.255
30 C -0.841 1.031 0.749
31 Br -2.349 2.292 1.210
32 N 0.559 1.542 0.938
33 C 1.563 0.476 0.599
34 C 3.168 0.886 0.759
35 P 3.648 2.673 1.363
36 S 4.169 2.566 3.245
37 H 6.516 -2.212 2.780
38 H 6.057 -0.448 3.493
39 H 7.906 -0.993 3.146
40 H 5.583 1.829 -1.055
41 H 7.387 1.480 -0.574
42 H 6.327 0.126 -1.545
43 H 6.039 -2.079 -2.397
44 H 4.131 -2.576 -2.516
45 H 6.694 -4.319 -2.842
46 H 5.091 -5.292 -0.129
47 H 6.404 -6.219 -1.130
48 H 6.870 -4.574 -0.203
49 H 4.189 -4.488 -3.570
50 H 0.980 -4.391 -0.006
51 H 3.089 -4.666 -0.946
52 H -2.883 -2.044 -0.101
53 H -3.374 -0.526 1.040
54 H -3.893 1.007 -0.982
55 H -2.917 -0.090 -2.192
56 H -6.695 -0.355 -2.492
57 H -6.089 -1.766 1.279
58 H -8.182 -3.038 2.676
59 H -10.813 -3.110 1.676
60 H -11.311 -1.953 -0.828
61 H -9.299 -0.640 -2.290
62 H 4.760 3.222 0.577
63 H 2.512 3.598 1.286
64 O -4.245 4.853 1.377
65 C -3.687 5.914 1.152
66 C -2.204 6.117 1.078
67 C -2.085 7.617 1.176
68 C -3.379 8.092 0.567
69 O -4.338 7.085 0.889
70 H -1.840 5.742 0.117
71 H -1.696 5.620 1.907
72 H -1.201 8.020 0.675
73 H -2.041 7.914 2.231
74 H -3.317 8.180 -0.523
75 H -3.698 9.051 0.983

[7]
A cluster of 2 separate species, C4H9PS in total in a non-equilibrium geometry, computed with wB97M-V/def2-TZVPD.

## Properties
Gap between HOMO and LUMO   9.94 eV
Energy relative to the best compared isomer or geometry (same formula, charge and spin)   3.1430 eV
Molecular weight   120.2 g mol⁻¹
Largest force on an atom   4.1 eV/Å
SMILES   CCPS.C#C
E_HOMO   -9.03 eV
Electronic energy   -897.22856 Eh

Positions of all 15 atoms, in Å:
1 C -1.118 1.992 -0.260
2 C -1.275 0.537 -0.662
3 P -0.135 -0.607 0.063
4 S 1.571 0.195 -0.845
5 H -0.982 2.164 0.861
6 H -0.423 2.712 -0.728
7 H -1.988 2.558 -0.424
8 H -1.173 0.499 -1.700
9 H -2.336 0.350 -0.402
10 H -0.230 0.027 1.204
11 H 2.027 -1.050 -0.903
12 C 3.342 -2.685 1.685
13 C 3.903 -1.815 2.320
14 H 2.971 -3.584 1.201
15 H 4.219 -0.976 2.794

[8]
A cluster of 2 separate species, C4H12O2 in total in a non-equilibrium geometry, computed with wB97M-V/def2-TZVPD.

## Properties
Gap between HOMO and LUMO   10.95 eV
Energy relative to the best compared isomer or geometry (same formula, charge and spin)   0.8695 eV
Molecular weight   92.1 g mol⁻¹
Largest force on an atom   1.7 eV/Å
SMILES   CCO.CCO
E_HOMO   -10.26 eV
Electronic energy   -310.04097 Eh

Positions of all 18 atoms, in Å:
1 C 1.309 0.481 -1.815
2 C 0.185 -0.546 -1.702
3 O 0.092 -1.254 -2.950
4 H 1.676 0.661 -0.802
5 H 0.998 1.435 -2.228
6 H 2.135 0.131 -2.432
7 H 0.321 -1.231 -0.875
8 H -0.764 -0.010 -1.600
9 H -0.220 -2.131 -2.749
10 C 0.227 0.760 2.030
11 C -1.005 0.054 1.496
12 O -1.951 -0.089 2.580
13 H 0.907 1.045 1.231
14 H 0.785 0.203 2.783
15 H -0.143 1.633 2.572
16 H -1.489 0.765 0.815
17 H -0.924 -0.887 0.964
18 H -2.140 -1.020 2.683

The highest molecular weight belongs to which entry? C24H64F12HfO24P2S8